Density functional theory data (ωB97M-V/def2-TZVPD) for a single C23H26N4O2S molecule.

Values from the calculation:
Energy above the lowest of the compared OMol25 structures with the same formula, charge and spin: 19.3 kcal/mol
F_max: 0.01869 hartree/bohr
SMILES: CCCn1c(SCC(=O)N2CCN(c3ccccc3)CC2)nc2ccccc2c1=O
LUMO level: 0.440 eV
Electronic energy: -45165.16940 eV
Multiplicity: 1

Each atom is followed by the atoms it is bonded to, with distances in Å.
Atoms and positions in Å:
1 C 0.272 -0.760 -2.065  C2 1.523, H54 1.088, H55 1.089, H56 1.087
2 C 1.579 -0.377 -2.746  C1 1.523, C3 1.530, H52 1.091, H53 1.091
3 C 2.474 0.504 -1.871  C2 1.530, N4 1.452, H50 1.094, H51 1.092
4 N 2.936 -0.206 -0.691  C3 1.452, C5 1.359, C13 1.406
5 C 2.370 -0.058 0.535  N4 1.359, N6 1.281, S19 1.768
6 N 2.712 -0.693 1.593  C5 1.281, C7 1.366
7 C 3.712 -1.619 1.516  N6 1.366, C8 1.398, C12 1.405
8 C 4.072 -2.342 2.658  C7 1.398, C9 1.376, H18 1.078
9 C 5.092 -3.262 2.586  C8 1.376, C10 1.395, H17 1.080
10 C 5.773 -3.483 1.388  C9 1.395, C11 1.376, H16 1.079
11 C 5.427 -2.781 0.256  C10 1.376, C12 1.396, H15 1.080
12 C 4.393 -1.844 0.308  C7 1.405, C11 1.396, C13 1.456
13 C 4.003 -1.101 -0.882  N4 1.406, C12 1.456, O14 1.214
14 O 4.518 -1.205 -1.976  C13 1.214
15 H 5.933 -2.933 -0.685  C11 1.080
16 H 6.572 -4.208 1.352  C10 1.079
17 H 5.370 -3.822 3.466  C9 1.080
18 H 3.534 -2.162 3.575  C8 1.078
19 S 1.087 1.147 0.702  C5 1.768, C20 1.822
20 C 0.423 0.700 2.338  S19 1.822, H21 1.088, C22 1.520, H49 1.091
21 H 0.256 1.617 2.898  C20 1.088
22 C -0.834 -0.138 2.168  C20 1.520, O23 1.216, N24 1.350
23 O -0.812 -1.333 2.389  C22 1.216
24 N -1.955 0.502 1.772  C22 1.350, C25 1.443, C42 1.448
25 C -2.100 1.886 1.390  N24 1.443, H26 1.097, C27 1.533, H48 1.088
26 H -2.884 2.337 2.010  C25 1.097
27 C -2.517 1.963 -0.083  C25 1.533, N28 1.445, H46 1.103, H47 1.088
28 N -3.739 1.220 -0.286  C27 1.445, C29 1.392, C40 1.445
29 C -4.628 1.604 -1.286  N28 1.392, C30 1.399, C34 1.396
30 C -5.028 2.942 -1.376  C29 1.399, C31 1.380, H39 1.080
31 C -5.951 3.344 -2.319  C30 1.380, C32 1.385, H38 1.080
32 C -6.512 2.426 -3.192  C31 1.385, C33 1.383, H37 1.079
33 C -6.129 1.099 -3.109  C32 1.383, C34 1.383, H36 1.080
34 C -5.197 0.690 -2.174  C29 1.396, C33 1.383, H35 1.079
35 H -4.902 -0.348 -2.152  C34 1.079
36 H -6.553 0.372 -3.787  C33 1.080
37 H -7.238 2.742 -3.925  C32 1.079
38 H -6.245 4.382 -2.365  C31 1.080
39 H -4.627 3.670 -0.687  C30 1.080
40 C -3.572 -0.172 0.062  N28 1.445, H41 1.102, C42 1.532, H45 1.090
41 H -2.802 -0.661 -0.557  C40 1.102
42 C -3.164 -0.261 1.535  N24 1.448, C40 1.532, H43 1.095, H44 1.091
43 H -3.966 0.148 2.158  C42 1.095
44 H -2.969 -1.295 1.820  C42 1.091
45 H -4.520 -0.696 -0.065  C40 1.090
46 H -1.701 1.541 -0.694  C27 1.103
47 H -2.654 3.003 -0.374  C27 1.088
48 H -1.173 2.438 1.528  C25 1.088
49 H 1.194 0.087 2.806  C20 1.091
50 H 3.364 0.785 -2.440  C3 1.094
51 H 1.946 1.406 -1.554  C3 1.092
52 H 1.366 0.172 -3.664  C2 1.091
53 H 2.138 -1.275 -3.014  C2 1.091
54 H -0.303 0.131 -1.822  C1 1.088
55 H 0.453 -1.316 -1.146  C1 1.089
56 H -0.323 -1.386 -2.725  C1 1.087